Record 1
{"formula": "C18H52CrCu3N2O15P2", "method": "ωB97M-V/def2-TZVPD", "symbols": ["Cu", "Cu", "Cu", "Cr", "P", "P", "O", "O", "O", "O", "O", "O", "O", "O", "O", "O", "O", "O", "O", "O", "O", "N", "N", "C", "C", "C", "C", "C", "C", "C", "C", "C", "C", "C", "C", "C", "C", "C", "C", "C", "C", "H", "H", "H", "H", "H", "H", "H", "H", "H", "H", "H", "H", "H", "H", "H", "H", "H", "H", "H", "H", "H", "H", "H", "H", "H", "H", "H", "H", "H", "H", "H", "H", "H", "H", "H", "H", "H", "H", "H", "H", "H", "H", "H", "H", "H", "H", "H", "H", "H", "H", "H", "H"], "coordinates": [[1.666, -1.773, 2.814], [-2.405, -1.363, 2.072], [2.208, 1.138, 2.582], [2.432, -0.657, -0.255], [0.071, -0.238, 0.971], [4.228, -1.689, 1.349], [-2.100, -3.647, -2.731], [-0.829, -3.638, 1.570], [1.415, 3.324, 0.614], [-0.126, 0.425, 5.167], [3.872, -1.950, -0.177], [3.460, -0.257, 1.405], [-1.357, -0.089, 0.527], [0.220, -0.145, 2.506], [3.502, -2.714, 2.221], [3.693, 0.761, -1.359], [1.112, 0.727, 0.335], [0.776, -1.564, 0.526], [-2.608, 2.344, 0.152], [5.642, -1.504, 1.640], [-0.718, 0.853, -2.321], [1.642, -0.818, -2.221], [-3.784, -1.413, -0.387], [-3.862, -1.443, -2.866], [-2.281, -2.854, -1.587], [0.209, 3.921, 1.051], [0.542, 5.051, 2.024], [-3.465, 2.470, 1.273], [-3.696, -2.247, -1.588], [0.127, 2.004, -2.445], [-0.303, 1.830, 4.950], [4.204, 2.038, -1.047], [2.936, -0.853, -2.970], [-0.497, -6.059, 1.665], [-0.917, -4.421, -2.697], [-3.573, 3.953, 1.675], [0.170, 2.340, -3.950], [2.695, -1.073, -4.479], [0.041, -4.680, 2.000], [-1.022, 2.441, 6.131], [3.630, 0.480, -2.752], [4.160, 2.164, 0.030], [-2.147, 1.479, 0.205], [-0.858, -4.883, -3.687], [1.019, -0.218, -2.760], [-3.148, 1.880, 2.138], [1.674, -0.844, -4.774], [2.884, -2.126, -4.700], [-1.261, -6.376, 2.375], [3.117, 1.310, -3.258], [3.393, -0.515, -5.109], [-1.515, -2.066, -1.463], [1.143, -1.709, -2.160], [-0.286, -0.004, 4.307], [-3.788, -2.037, -3.780], [-4.322, -3.144, -1.555], [0.275, -4.676, 3.079], [-0.869, 1.960, 4.022], [-0.213, 2.899, -1.924], [-0.726, 2.898, -4.239], [0.319, -6.774, 1.854], [0.173, 1.443, -4.569], [-0.256, -2.994, 1.114], [-1.019, -5.236, -1.974], [-4.422, -0.642, -0.552], [-0.456, 3.203, 1.552], [-2.636, 4.322, 2.097], [-3.849, 4.534, 0.793], [1.037, -4.545, 1.550], [4.635, 0.366, -3.174], [-0.309, 5.704, 2.219], [-3.147, -0.620, -2.956], [3.598, 2.829, -1.508], [-0.396, 4.285, 0.209], [-1.317, 3.463, 5.913], [-4.372, 4.066, 2.412], [-0.029, -3.801, -2.555], [-4.859, -0.976, -2.891], [-0.408, 2.331, 7.029], [0.708, 2.273, 4.864], [1.333, 5.651, 1.572], [0.852, 4.603, 2.969], [-2.879, -1.006, -0.165], [3.560, -1.647, -2.561], [-0.765, -6.182, 0.619], [1.154, 1.721, -2.177], [1.250, 2.372, 0.436], [-0.700, 0.582, -1.382], [1.018, 2.999, -4.151], [-1.876, 1.801, 6.368], [-4.490, 2.188, 0.981], [-2.167, -3.467, -0.676], [5.234, 2.152, -1.398]], "forces_ev_per_angstrom": [[0.8, -0.1, -0.6], [-0.3, -0.1, 0.4], [-0.2, -1.1, -0.8], [0.4, 0.7, 1.5], [0.6, -0.7, 1.1], [0.0, -0.5, 0.4], [0.3, 0.1, -0.3], [0.4, -0.1, 0.1], [0.2, -0.1, 0.3], [-0.1, 0.3, -0.1], [-1.0, 0.1, -0.8], [-1.7, 0.7, 0.0], [0.2, 0.2, -0.5], [0.9, 0.1, 0.4], [-1.6, 0.7, 0.6], [-0.4, -0.7, -0.3], [-0.2, 1.3, -0.7], [0.4, -0.7, -0.7], [0.3, -0.2, 0.2], [1.6, 0.1, 0.0], [0.3, 0.5, 0.6], [0.8, -0.6, -0.2], [-0.5, -0.4, -0.2], [-1.0, 0.3, -0.5], [-0.1, -0.2, 1.2], [-0.7, 0.3, 0.3], [-0.1, -0.4, -0.4], [-0.6, 1.0, -0.2], [1.9, 0.0, -0.2], [0.2, -0.5, -1.8], [0.4, -0.8, 0.0], [0.0, 0.7, 0.1], [-0.8, 0.0, -0.7], [0.9, -0.5, 0.6], [-0.9, -0.1, -0.7], [0.0, -0.6, -0.1], [-0.5, 0.5, 0.5], [0.6, -0.6, 0.2], [0.7, -0.3, -0.1], [0.0, -0.9, 0.2], [0.2, -0.1, 0.1], [0.1, -0.1, 0.0], [-0.3, 0.3, 0.1], [0.2, 0.0, 0.1], [-0.3, 0.2, 0.7], [0.1, -0.2, -0.2], [0.0, 0.2, 0.0], [-0.2, 0.0, -0.1], [-0.5, 0.2, -0.4], [-0.1, -0.1, -0.1], [-0.1, 0.1, 0.1], [-0.1, 0.0, -0.5], [0.4, -0.1, -0.3], [0.0, 0.0, 0.2], [0.1, -0.2, 0.2], [-0.6, 0.4, 0.0], [-0.5, 0.4, -0.1], [0.1, 0.3, 0.0], [0.0, -0.3, 0.5], [0.0, -0.1, 0.0], [0.0, 0.1, -0.1], [0.3, 0.0, 0.1], [-0.2, 0.0, 0.0], [0.4, 0.2, 0.3], [0.0, 0.0, 0.2], [0.2, -0.1, -0.1], [0.0, 0.1, -0.1], [0.1, 0.1, 0.0], [-0.2, 0.0, -0.2], [0.1, 0.3, 0.1], [-0.1, -0.1, 0.0], [0.2, -0.1, 0.3], [-0.1, -0.2, 0.0], [0.3, 0.1, -0.1], [0.0, 0.1, 0.3], [0.1, 0.0, 0.1], [0.1, -0.1, 0.3], [0.1, -0.1, 0.1], [0.2, 0.5, -0.1], [-0.3, 0.2, -0.3], [0.1, 0.0, 0.3], [0.3, 0.2, 0.0], [-0.1, 0.1, -0.3], [0.0, 0.0, 0.1], [-0.4, 0.1, 0.0], [-0.2, 0.4, 0.6], [-0.1, 0.2, -0.1], [-0.4, 0.1, -0.3], [0.1, -0.2, -0.2], [-0.3, 0.3, -0.3], [0.2, -0.4, 0.2], [-0.1, 0.0, -0.1], [0.0, -0.2, 0.1]], "lumo_ha": [0.0611, 0.0610], "de_lowest_ev": 0.000, "total_energy_ha": -8604.10386, "fmax_ev_per_a": 1.92, "homo_energy_ha": [-0.08567, -0.20523], "spin_multiplicity": 5, "orbital_gap_ha": [0.1468, 0.2662], "charge": -1}

***

Record 2
{"formula": "C18H52CrCuO16", "method": "ωB97M-V/def2-TZVPD", "symbols": ["Cu", "Cr", "O", "O", "O", "O", "O", "O", "O", "O", "O", "O", "O", "O", "O", "O", "O", "O", "C", "C", "C", "C", "C", "C", "C", "C", "C", "C", "C", "C", "C", "C", "C", "C", "C", "C", "H", "H", "H", "H", "H", "H", "H", "H", "H", "H", "H", "H", "H", "H", "H", "H", "H", "H", "H", "H", "H", "H", "H", "H", "H", "H", "H", "H", "H", "H", "H", "H", "H", "H", "H", "H", "H", "H", "H", "H", "H", "H", "H", "H", "H", "H", "H", "H", "H", "H", "H", "H"], "coordinates": [[19.259, -24.224, 19.866], [22.325, -25.297, 20.881], [22.872, -23.703, 22.054], [23.831, -26.175, 14.221], [19.755, -26.704, 12.980], [25.290, -20.282, 17.276], [18.839, -24.791, 15.925], [21.553, -23.756, 19.526], [19.369, -26.002, 18.638], [18.331, -23.178, 18.064], [22.804, -27.349, 16.491], [27.805, -21.822, 17.368], [15.968, -22.281, 16.625], [24.451, -24.730, 20.049], [20.151, -19.766, 22.097], [21.001, -18.244, 18.873], [24.142, -24.950, 11.717], [22.002, -26.636, 19.173], [20.974, -19.023, 21.190], [22.569, -27.953, 18.861], [25.119, -23.859, 21.007], [17.996, -21.800, 17.866], [22.394, -28.328, 17.407], [20.468, -19.191, 19.752], [18.673, -25.406, 14.642], [17.416, -27.363, 17.889], [21.971, -23.109, 18.356], [23.395, -24.827, 14.022], [19.686, -26.520, 14.389], [26.956, -21.539, 18.460], [23.048, -24.588, 12.576], [21.918, -23.997, 17.108], [25.490, -21.433, 18.049], [18.588, -27.117, 18.803], [17.162, -21.517, 16.634], [24.184, -23.070, 21.908], [22.934, -22.602, 18.423], [17.719, -21.922, 15.779], [22.782, -24.670, 17.073], [18.164, -23.609, 17.200], [20.703, -20.186, 22.758], [21.857, -23.425, 16.184], [17.623, -27.183, 16.835], [21.973, -19.463, 21.112], [27.367, -20.606, 18.859], [20.609, -20.208, 19.359], [25.145, -25.210, 19.582], [21.075, -26.570, 18.873], [25.664, -23.166, 20.367], [21.218, -22.368, 18.053], [23.187, -26.697, 14.710], [22.924, -29.273, 17.259], [17.639, -25.731, 14.501], [24.915, -20.506, 16.419], [18.436, -27.433, 19.851], [19.379, -19.108, 19.820], [18.819, -21.076, 17.821], [15.355, -21.880, 17.252], [23.949, -22.141, 21.389], [26.970, -22.300, 19.244], [17.438, -21.561, 18.780], [23.258, -26.629, 16.942], [25.091, -22.386, 17.682], [18.846, -25.539, 16.535], [24.595, -22.874, 22.894], [19.888, -27.646, 12.833], [19.313, -27.954, 18.612], [18.857, -24.665, 13.862], [24.943, -21.393, 19.012], [16.588, -26.666, 18.065], [20.696, -26.286, 14.733], [17.107, -20.446, 16.435], [21.045, -24.648, 17.160], [20.874, -17.978, 21.475], [16.989, -28.342, 18.099], [21.342, -28.595, 17.257], [24.475, -25.796, 12.042], [21.960, -18.286, 18.820], [22.156, -25.112, 12.224], [23.603, -27.777, 19.165], [24.010, -24.086, 14.528], [19.276, -27.400, 14.904], [22.947, -23.534, 12.308], [22.362, -23.208, 22.705], [25.905, -24.447, 21.484], [22.398, -24.848, 14.491], [22.148, -28.685, 19.550], [27.653, -21.152, 16.693]], "forces_ev_per_angstrom": [[0.9, 0.2, -2.4], [0.0, 1.9, -3.4], [0.5, -1.0, 0.5], [1.2, 0.2, -0.3], [-0.3, -0.4, 0.5], [-0.4, -0.3, -0.3], [0.0, -0.6, -0.2], [-0.8, -1.8, 2.6], [-0.4, 0.5, 0.8], [0.4, -0.1, -0.2], [-0.2, -0.1, 0.2], [-0.1, -1.0, 0.1], [-0.1, 0.7, 0.2], [-0.8, 0.0, 1.0], [0.0, -0.5, -0.5], [-0.4, 0.4, -0.2], [-0.1, -0.2, 0.4], [-0.2, 0.1, 0.9], [-0.3, -0.8, -0.7], [0.5, 0.8, 0.7], [1.2, -0.5, -1.0], [-0.8, 1.3, 1.2], [-0.2, -0.5, 0.6], [-0.8, -0.5, 0.5], [0.4, 0.7, -0.9], [-1.0, 1.1, 0.3], [-1.2, -0.1, -1.9], [-2.7, -1.2, 0.6], [-0.7, 0.0, -0.3], [-0.1, 0.6, -0.8], [1.7, 0.4, -1.7], [0.6, -0.8, 0.7], [0.4, -0.1, 1.6], [0.6, -1.2, -0.3], [0.7, -1.6, -0.5], [-0.7, 0.5, -0.9], [0.1, -0.1, 0.5], [0.1, 0.1, 0.0], [0.1, 0.2, -0.2], [0.4, -0.5, 0.2], [0.0, 0.2, 0.1], [0.1, 0.1, 0.1], [0.3, -0.6, 0.0], [0.4, 0.6, 0.8], [-0.8, 0.1, 0.6], [0.4, -0.1, 0.3], [-0.1, 0.0, -0.1], [-0.1, 0.4, -0.1], [-0.1, 0.4, 0.5], [0.1, 0.4, 0.8], [0.0, 0.2, -0.1], [0.2, 0.1, -0.1], [0.1, -0.3, 0.1], [0.0, 0.0, 0.0], [-0.4, 0.7, 0.2], [0.0, 0.6, -0.4], [0.6, -0.7, 0.1], [-0.1, -0.1, -0.1], [0.2, 0.2, 0.2], [0.8, -0.3, -0.3], [-0.1, 0.4, -0.2], [0.0, 0.0, -0.1], [0.4, 0.2, -0.9], [0.1, 0.3, 0.4], [0.2, -0.1, -0.1], [0.0, 0.1, -0.3], [0.1, 0.0, -0.3], [0.0, 0.3, 0.3], [-0.2, 0.7, -0.1], [0.1, 0.1, 0.4], [-0.2, 0.2, 0.5], [-0.5, 0.1, 0.3], [-0.1, 0.2, -0.1], [0.7, 0.1, -0.2], [0.2, -0.2, -0.3], [-0.1, 0.3, -0.3], [0.0, 0.0, -0.1], [0.0, -0.2, 0.1], [-0.1, -0.2, 0.5], [0.2, -0.5, -0.4], [0.4, -0.1, -0.3], [0.5, -0.3, -0.1], [-0.4, 0.1, 0.6], [-0.1, -0.1, 0.0], [-0.4, 0.0, 0.6], [0.2, 0.8, 0.3], [-0.1, -0.2, -0.3], [0.0, 0.1, 0.1]], "lumo_ha": [-0.2895, -0.3446], "de_lowest_ev": 0.208, "total_energy_ha": -4604.96477, "fmax_ev_per_a": 3.89, "homo_energy_ha": [-0.48826, -0.48826], "spin_multiplicity": 6, "orbital_gap_ha": [0.1987, 0.1436], "charge": 2}